[1]
A structure of composition C42H53BiF4N7O2. Source: the OMol25 dataset; level of theory: ωB97M-V/def2-TZVPD.

Structure (XYZ):
```
109
Properties=species:S:1:pos:R:3:lowdin_charge:R:1
Bi 0.098 0.066 -0.436 1.879
C -2.625 1.558 -3.274 -0.074
C -1.740 0.531 -3.968 -0.249
N -1.599 -0.689 -3.192 -0.201
C -2.787 -1.530 -3.157 -0.233
C -3.309 -1.997 -4.521 -0.086
C -0.362 -1.398 -3.455 -0.217
C -0.021 -2.529 -2.454 -0.265
N -0.654 -2.334 -1.164 -0.132
C -0.810 -3.416 -0.399 -0.238
C -1.922 -3.520 0.485 -0.193
F -2.805 -2.512 0.520 0.089
C -2.143 -4.621 1.271 -0.241
F -3.244 -4.647 2.052 0.068
C -1.292 -5.722 1.288 0.029
C -0.193 -5.643 0.461 -0.243
F 0.716 -6.653 0.458 0.045
C 0.045 -4.550 -0.345 -0.157
F 1.245 -4.521 -1.016 0.012
H -2.228 1.787 -2.283 0.047
H -2.657 2.482 -3.854 0.076
H -3.648 1.199 -3.149 0.064
H -2.137 0.337 -4.978 0.110
H -0.746 0.957 -4.113 0.091
H -2.553 -2.396 -2.542 0.098
H -3.578 -0.997 -2.624 0.111
H -2.510 -2.440 -5.120 0.064
H -4.082 -2.755 -4.378 0.067
H -3.749 -1.182 -5.098 0.057
H -0.326 -1.841 -4.469 0.116
H 0.434 -0.656 -3.426 0.072
H -0.326 -3.497 -2.877 0.113
H 1.075 -2.550 -2.415 0.073
H -1.482 -6.580 1.912 0.119
O 2.295 0.861 -2.519 -0.156
C 1.770 1.681 -3.342 -0.448
C 1.966 1.520 -4.751 -0.056
C 1.407 2.358 -5.684 -0.129
C 0.637 3.460 -5.295 -0.140
C 0.470 3.688 -3.945 -0.091
C 0.979 2.831 -2.964 -0.168
C 0.880 3.255 -1.571 -0.107
N 0.822 2.461 -0.573 -0.132
N 1.048 3.021 0.677 0.061
C 1.702 2.165 1.414 -0.503
O 2.079 0.983 1.073 -0.211
C 2.055 2.640 2.789 -0.151
C 3.148 2.087 3.445 -0.051
C 3.485 2.498 4.726 -0.103
C 2.715 3.455 5.373 -0.112
C 1.614 4.002 4.726 -0.088
C 1.289 3.604 3.438 -0.023
H 2.565 0.670 -5.061 0.097
H 1.571 2.165 -6.739 0.089
H 0.207 4.128 -6.030 0.080
H -0.094 4.556 -3.616 0.104
H 0.952 4.326 -1.356 0.124
H 3.718 1.320 2.937 0.101
H 4.341 2.060 5.228 0.091
H 2.965 3.766 6.380 0.090
H 0.999 4.736 5.232 0.096
H 0.429 4.012 2.927 0.106
C -1.017 -2.113 3.254 -0.074
C -0.796 -0.809 4.016 -0.373
C 0.681 -0.423 4.036 -0.067
C -1.674 0.333 3.531 -0.148
C -2.472 0.955 4.483 -0.074
C -3.317 2.010 4.177 -0.119
C -3.359 2.442 2.861 -0.075
C -2.578 1.870 1.870 -0.153
C -2.707 2.402 0.458 -0.403
C -4.118 2.188 -0.096 -0.068
C -2.288 3.870 0.353 -0.068
C -1.697 0.790 2.179 -0.291
N -0.945 0.221 1.209 -0.272
H -0.391 -2.912 3.668 0.077
H -0.771 -1.982 2.202 0.038
H -2.059 -2.430 3.316 0.083
H -1.096 -0.988 5.055 0.116
H 1.023 -0.166 3.034 0.038
H 1.292 -1.251 4.419 0.071
H 0.848 0.445 4.675 0.077
H -2.427 0.590 5.505 0.097
H -3.929 2.476 4.940 0.082
H -4.022 3.260 2.594 0.099
H -2.027 1.826 -0.173 0.043
H -4.857 2.748 0.483 0.069
H -4.389 1.131 -0.056 0.085
H -4.180 2.522 -1.135 0.056
H -2.930 4.503 0.971 0.068
H -2.366 4.218 -0.681 0.071
H -1.255 3.998 0.682 0.051
N 4.615 -3.136 0.373 0.050
C 4.863 -2.196 -0.785 -0.091
C 3.496 -1.806 -1.336 -0.200
N 2.648 -1.281 -0.308 -0.113
C 2.490 -2.076 0.880 -0.201
C 3.829 -2.471 1.480 -0.083
H 5.485 -3.532 0.723 0.171
H 4.040 -3.910 0.021 0.174
H 5.489 -2.723 -1.506 0.126
H 5.395 -1.335 -0.382 0.134
H 3.041 -2.703 -1.779 0.109
H 3.580 -1.051 -2.118 0.116
H 2.773 -0.287 -0.118 0.054
H 1.920 -2.984 0.646 0.114
H 1.924 -1.506 1.618 0.100
H 3.743 -3.181 2.302 0.132
H 4.396 -1.594 1.792 0.134
```

Calculated values
Total energy in Eh: -2780.0030
LUMO level in eV: 0.957
F_max in Eh/bohr: 0.008
Frontier orbital gap in eV: 4.7
Relative energy (zero: lowest compared OMol25 entry of this formula, charge and spin) in eV: 0.000
Charge: -1


[2]
A structure of composition C42H54N5P2RuS4 in a non-equilibrium geometry. Source: the OMol25 dataset; level of theory: ωB97M-V/def2-TZVPD.

Structure (XYZ):
```
108
Properties=species:S:1:pos:R:3:mulliken_spin:R:1
Ru -0.111 0.851 0.539 3.528
C 2.066 3.702 -1.368 0.067
P 1.825 1.956 -0.918 0.231
C 1.337 1.182 -2.528 0.048
N 2.267 0.959 -3.412 -0.003
C 1.926 0.259 -4.523 0.012
C 2.930 -0.062 -5.476 -0.003
C 2.594 -0.805 -6.560 0.005
C 1.251 -1.253 -6.757 0.000
C 0.273 -0.948 -5.868 0.000
C 0.602 -0.181 -4.718 0.004
N -0.375 0.130 -3.828 0.003
C -0.031 0.783 -2.760 0.063
P -1.341 1.376 -1.577 0.191
C -1.541 3.072 -2.223 0.028
C -3.007 0.589 -1.919 -0.041
C -2.935 -0.857 -1.441 0.022
C -3.432 0.652 -3.386 0.009
C -4.002 1.376 -1.052 0.001
C 3.529 1.375 -0.405 0.001
C 4.619 1.626 -1.450 0.013
C 3.463 -0.125 -0.076 -0.014
C 3.848 2.189 0.861 0.021
H 2.769 3.724 -2.202 0.006
H 2.468 4.258 -0.523 -0.006
H 1.139 4.178 -1.672 0.003
H 3.944 0.278 -5.309 0.000
H 3.352 -1.060 -7.289 0.000
H 1.011 -1.841 -7.633 0.000
H -0.752 -1.262 -6.016 0.000
H -1.593 2.992 -3.308 0.004
H -0.708 3.710 -1.947 -0.005
H -2.456 3.525 -1.851 -0.005
H -2.264 -1.446 -2.067 0.001
H -3.936 -1.294 -1.488 0.002
H -2.598 -0.916 -0.402 0.048
H -2.714 0.178 -4.049 -0.002
H -3.596 1.678 -3.719 -0.001
H -4.385 0.124 -3.471 0.003
H -3.672 1.485 -0.016 -0.001
H -4.945 0.824 -1.028 0.001
H -4.215 2.362 -1.466 0.000
H 4.383 1.183 -2.411 -0.003
H 5.542 1.174 -1.076 0.002
H 4.812 2.690 -1.595 0.000
H 3.819 -0.723 -0.916 -0.003
H 2.460 -0.480 0.166 0.055
H 4.094 -0.348 0.786 0.003
H 4.030 3.240 0.641 0.000
H 4.759 1.786 1.308 0.000
H 3.056 2.126 1.611 -0.009
S 1.978 1.698 4.589 0.015
C 2.455 0.064 4.246 -0.006
C 3.263 -0.778 5.009 0.002
C 3.468 -2.059 4.543 0.004
C 2.885 -2.494 3.342 0.004
C 2.090 -1.656 2.589 -0.057
C 1.877 -0.357 3.053 0.050
N 1.093 0.630 2.444 -0.020
C 1.055 1.734 3.154 0.150
C 0.216 2.870 2.730 -0.227
C 0.177 4.054 3.452 0.013
C -0.662 5.083 3.042 0.051
C -1.479 4.910 1.932 -0.022
C -1.446 3.719 1.219 -0.200
C -0.592 2.676 1.586 0.561
H 3.709 -0.440 5.935 0.001
H 4.089 -2.739 5.112 0.000
H 3.063 -3.506 3.003 0.000
H 1.639 -1.990 1.662 0.040
H 0.791 4.181 4.337 0.001
H -0.686 6.013 3.594 0.002
H -2.146 5.706 1.625 0.000
H -2.130 3.601 0.387 0.046
C -4.624 -2.260 2.793 0.004
C -4.887 -0.853 3.364 -0.002
S -3.932 0.528 2.650 0.006
C -2.487 0.642 3.725 0.042
C -1.666 -0.633 3.827 -0.020
S -1.302 -1.426 2.232 0.110
C -1.024 -3.126 2.809 0.034
C -2.306 -3.956 2.863 0.003
S -3.663 -3.348 3.902 0.000
H -4.108 -2.189 1.837 0.000
H -5.576 -2.765 2.637 0.000
H -4.756 -0.833 4.447 0.000
H -5.919 -0.568 3.160 0.000
H -2.808 0.929 4.727 0.001
H -1.922 1.471 3.302 -0.005
H -2.239 -1.370 4.384 0.003
H -0.717 -0.461 4.346 -0.006
H -0.542 -3.070 3.786 0.001
H -0.327 -3.580 2.105 0.000
H -2.063 -4.934 3.282 0.001
H -2.697 -4.118 1.861 0.000
N -1.431 -3.658 -0.373 0.001
C -0.315 -3.449 -1.151 0.013
C 0.198 -4.508 -1.918 0.004
C 1.310 -4.294 -2.690 0.000
C 1.904 -3.031 -2.684 -0.002
C 1.340 -2.068 -1.885 0.080
N 0.248 -2.237 -1.113 0.071
H -2.003 -4.452 -0.608 0.000
H -1.937 -2.836 -0.090 0.004
H -0.295 -5.471 -1.897 0.000
H 1.716 -5.095 -3.294 0.000
H 2.777 -2.806 -3.282 0.001
H 1.790 -1.087 -1.853 -0.031
```

Calculated values
Total energy in Eh: -4276.4238
LUMO level (spin up / spin down) in eV: -5.475 / -7.650
Spin multiplicity: 6
F_max in Eh/bohr: 0.025
Frontier orbital gap (spin up / spin down) in eV: 7.2 / 5.0
Charge: +2


> Among the records above, which one has the highest charge?

C42H54N5P2RuS4


> The highest F_max belongs to which entry?

C42H54N5P2RuS4


> Number 2 is which compound?

C42H54N5P2RuS4


> Which formula does entry 2 have?

C42H54N5P2RuS4